Entry 1:
Below is 2 unconnected molecules or ions with the total composition C6H14N2O4, with properties calculated with ωB97M-V/def2-TZVPD.

Geometry (Å):
1 C 0.071884 -2.320610 -0.033484
2 H 2.464413 -1.482336 1.033423
3 C 0.329020 -1.646959 1.294911
4 H 2.305313 1.617907 -0.409513
5 H -1.543503 -1.270093 1.660194
6 C 1.607690 -0.836899 1.263381
7 H -2.489739 2.371805 -1.540284
8 H -0.089260 1.508535 0.083635
9 H -1.518389 3.352782 0.903237
10 H 1.784776 -0.346976 2.228494
11 H 1.595886 0.439273 -1.304786
12 H -0.050810 -1.637114 -0.882645
13 O 0.854220 -3.473390 -0.306830
14 H -1.990255 4.026075 -1.189451
15 O -0.042819 3.095795 -2.646475
16 C -0.376401 2.674310 -1.560278
17 H -0.827862 -4.166147 0.805097
18 N 1.630301 1.431008 -1.132676
19 N 0.380561 1.889620 -0.733312
20 H 1.545894 -0.063513 0.522339
21 H -1.108569 -3.933100 -1.004040
22 C -1.760032 2.970545 -0.984223
23 O -1.918969 2.640522 0.384090
24 H 0.420881 -2.440678 2.068252
25 C -0.545009 -3.646536 -0.117134
26 O -0.729222 -0.753825 1.598079

Cartesian forces, eV/Å:
C -0.026 0.154 -0.146
H -0.190 0.116 0.042
C 0.294 -0.415 0.226
H 0.179 0.094 0.056
H 0.056 0.200 -0.002
C 0.266 -0.403 0.631
H 0.161 0.064 0.041
H 0.146 -0.031 -0.101
H -0.154 -0.274 -0.063
H -0.069 -0.205 -0.119
H 0.070 -0.141 -0.215
H 0.020 -0.147 0.195
O 0.080 -0.016 -0.015
H 0.109 -0.239 0.034
O -0.091 -0.077 0.236
C 0.181 -0.160 -0.002
H 0.111 0.163 -0.246
N -0.013 0.262 -0.282
N -0.502 0.243 -0.021
H -0.074 0.142 -0.198
H 0.123 0.068 0.109
C -0.231 0.197 -0.258
O 0.133 0.321 0.204
H -0.097 0.314 -0.306
C -0.271 -0.163 0.176
O -0.211 -0.068 0.023

Results
LUMO level = 0.559 eV
Multiplicity = 1
Kohn-Sham gap = 10.02 eV
ΔE to the lowest compared entry with this formula, charge and spin = 192.08 kJ/mol
SMILES string = C[C@@H](O)[C@@H]1CO1.NNC(=O)CO
HOMO level = -9.464 eV

Entry 2:
Below is a molecular structure, C27H32N6O2PdS3 in a non-equilibrium geometry, with properties calculated with ωB97M-V/def2-TZVPD.

Geometry (Å):
1 H -2.104399 2.045374 1.625950
2 C -2.950638 4.215548 -0.919243
3 C 0.475579 -6.472690 1.430489
4 H 1.502545 -6.268759 1.720428
5 H -3.063273 -3.577821 -2.258545
6 O -1.878889 -0.301394 0.785037
7 C -3.567915 5.287922 -1.553265
8 C 3.668778 -0.194413 -1.254952
9 C -1.362360 0.685255 0.293886
10 H -1.410750 -5.647636 3.508418
11 C -0.367059 -1.731678 -2.316887
12 O 0.583071 2.497227 -1.722435
13 Pd 0.976200 -0.923938 -1.106403
14 S 2.281762 -0.273924 2.413562
15 C 2.171798 3.465302 2.224601
16 H -3.157033 -1.891054 -4.414941
17 H -1.175952 -4.599606 -0.935617
18 H -1.011149 -3.919688 3.106172
19 C -0.955762 2.952007 0.101841
20 H 0.258823 5.076545 -1.270948
21 H -1.997733 -3.206713 -4.339413
22 N 2.815188 -0.321148 -0.233788
23 C -1.602243 4.105943 -0.739366
24 C -0.122696 2.076975 -0.855871
25 C -2.360936 -2.307132 -3.812301
26 H -4.647922 5.294959 -1.682416
27 H -1.055721 -6.250656 -0.885579
28 N -1.707234 -5.484885 0.874291
29 C 0.676160 5.273008 2.716183
30 H -3.215397 7.122114 -2.685562
31 H -0.728312 6.868074 -2.546914
32 C -1.408475 6.237997 -1.966552
33 H 4.910480 0.519525 2.250390
34 H -3.632173 3.500354 -0.464568
35 H -2.427732 -4.837393 1.132607
36 S -1.118769 -0.900127 -3.747992
37 N -1.905575 1.976415 0.590200
38 C -2.772483 6.297047 -2.061807
39 N -1.630402 -5.458548 -0.574208
40 H 0.504304 -6.869388 0.404823
41 C -0.687938 -4.950252 3.094446
42 C 5.439655 0.527988 0.172175
43 H 2.619742 5.067619 3.498354
44 H 5.596153 0.308378 -2.023025
45 H 1.138168 -3.705202 1.629092
46 H 1.448849 1.994879 0.847061
47 H 0.686871 -4.218878 -0.051526
48 H 3.269198 -0.371968 -2.254962
49 C 3.265425 -0.064597 1.021707
50 H -1.636892 -1.919909 -0.681472
51 N -1.481069 -2.390036 -1.591126
52 C 0.318482 -4.038021 1.005880
53 C 4.965606 0.196100 -1.168277
54 C -0.831874 5.130416 -1.342604
55 C 4.622122 0.362895 1.213069
56 H -1.254083 5.129479 1.686675
57 H 0.237224 -4.961115 3.660881
58 H 6.467335 0.894399 0.363032
59 H 0.167702 -7.242972 2.160874
60 H 0.468210 6.188206 3.199650
61 N -0.283933 0.792723 -0.476734
62 H -3.544509 -1.846083 -2.112008
63 C 1.853251 4.604213 2.915669
64 C -0.307100 4.660014 1.916930
65 C 0.003452 3.516816 1.163766
66 C 1.251787 2.920758 1.370876
67 S 1.078870 -2.742727 -2.502875
68 H -0.319792 -3.111303 0.905842
69 C -2.745676 -2.538739 -2.367869
70 H 3.168304 2.990977 2.321363
71 C -0.459251 -5.243061 1.595829

Cartesian forces, eV/Å:
H 0.213 -0.173 -1.725
C -1.857 -0.346 0.790
C -0.567 -0.453 0.715
H 0.145 0.500 -0.101
H -0.382 0.041 0.146
O -0.067 -0.527 -0.131
C 0.403 0.132 -0.213
C 0.244 0.236 -1.194
C -0.658 0.236 1.354
H -0.175 0.037 0.244
C -0.622 -1.163 0.556
O 1.058 0.814 -1.151
Pd -1.367 0.747 -0.220
S -0.027 -0.058 -0.279
C 0.973 -0.880 0.080
H -0.518 -0.092 -0.062
H -0.234 -0.249 0.379
H -0.586 0.284 0.477
C -0.257 1.360 -0.828
H -0.393 -0.096 -0.065
H 0.296 0.418 0.411
N 0.495 0.132 0.800
C 1.185 0.432 0.279
C -0.444 -0.818 0.930
C 0.535 1.000 -0.849
H 0.192 0.074 0.092
H -0.413 0.421 0.357
N 0.088 -0.878 -0.520
C -1.580 -1.514 -0.546
H 0.269 -0.801 0.853
H -0.448 0.254 0.455
C 1.362 -1.406 -0.238
H 0.072 0.114 -0.282
H 0.368 -0.290 -0.102
H -0.122 0.405 0.097
S -0.269 -1.169 0.260
N -0.340 0.529 1.776
C -1.477 1.458 -1.527
N 0.339 -0.022 0.183
H -0.165 0.087 0.361
C -0.239 -0.008 -1.262
C 1.170 -0.083 -2.195
H 0.366 0.238 0.531
H 0.173 0.011 -0.404
H 0.399 -0.222 0.156
H 0.353 0.058 0.036
H -0.223 0.113 1.317
H -0.114 -0.190 0.332
C -0.381 -0.448 0.348
H 0.099 -0.159 -0.783
N -0.566 0.585 0.439
C -0.758 0.921 -1.394
C 0.934 0.806 2.441
C 0.615 -0.262 0.771
C -1.145 -0.159 0.917
H -0.078 0.287 0.281
H 0.216 -0.282 -0.069
H -0.554 -0.295 -0.368
H -0.182 -0.123 -0.576
H -0.184 0.873 0.518
N 0.833 -0.960 -1.073
H 0.023 0.134 0.423
C 0.972 0.855 -0.075
C 0.549 0.114 -0.942
C 0.108 0.343 0.532
C -0.846 -0.599 -0.753
S 0.082 0.091 -0.298
H 0.340 -0.944 0.174
C 1.424 -0.319 -0.129
H -0.821 0.251 0.070
C 2.166 0.595 -0.530

Results
LUMO level = 4.445 eV
Multiplicity = 1
Kohn-Sham gap = 6.01 eV
Total charge = -2
ΔE to the lowest compared entry with this formula, charge and spin = 0.00 kJ/mol
HOMO level = -1.564 eV

Entry 3:
Below is a molecular structure, C14H22I2NO5P2Pb in a non-equilibrium geometry, with properties calculated with ωB97M-V/def2-TZVPD.

Geometry (Å):
1 H -5.021860 -0.000786 -2.986520
2 H 5.143332 0.756066 -0.376797
3 H -0.204827 1.578907 5.568962
4 H 3.810513 1.846613 0.151725
5 C 0.001473 -0.512468 5.226963
6 C 2.947175 -1.158942 -0.904348
7 C -0.052901 0.073868 2.457334
8 H 3.791245 -1.337088 -0.217695
9 H 4.796319 2.307360 -1.265782
10 H -3.576474 -0.843359 -3.594314
11 H 2.016756 -1.332106 -0.341899
12 H -1.979712 -1.315990 -0.335988
13 H -3.840366 0.878251 -3.979242
14 P 3.034296 0.518783 -1.689722
15 H 0.206226 -2.540925 4.666885
16 C -2.916805 -1.133581 -0.883828
17 H -0.259885 2.154381 3.176882
18 C 0.106829 -1.535593 4.266503
19 Pb 0.012531 1.529989 -1.638416
20 O 0.078794 -0.341041 0.077282
21 I -0.006968 1.617351 -5.038056
22 O -0.101357 0.035858 7.457708
23 I -0.000605 -0.734533 -6.724695
24 C 0.082785 -1.271182 2.895861
25 H -2.945241 -1.841079 -1.722905
26 H -4.823992 2.298926 -1.276136
27 O -0.007354 -1.554359 -3.536729
28 O -0.166813 1.797897 0.797491
29 C -3.948130 0.108921 -3.200552
30 C -4.348596 1.449665 -0.733941
31 O 0.161190 -2.078232 6.986085
32 H -3.819660 1.874561 0.142332
33 C 4.346612 1.441955 -0.729030
34 C -0.128436 0.819025 4.786799
35 H 3.624778 -0.830032 -3.616862
36 H -5.124063 0.744366 -0.372538
37 H -3.752928 -1.299092 -0.184275
38 C -0.036419 0.542265 1.029341
39 C 3.987488 0.117873 -3.204265
40 H 2.953629 -1.864853 -1.745508
41 C -0.160684 1.098225 3.422863
42 N 0.042623 -0.874784 6.613802
43 H 0.169003 -2.089191 2.177225
44 H 3.877916 0.900488 -3.969371
45 H 5.060219 0.012523 -2.982256
46 C -0.014487 -0.554952 -2.969777
47 P -3.013184 0.540056 -1.680590

Cartesian forces, eV/Å:
H 0.347 0.101 0.308
H -0.558 0.123 -0.416
H 0.003 0.008 -0.367
H 0.583 -0.077 -0.186
C 0.059 0.827 -2.221
C -0.763 0.014 0.146
C 0.251 -0.608 0.528
H -0.129 0.216 -0.468
H -0.471 -0.727 0.105
H -0.031 0.238 -0.057
H 0.372 0.205 -0.226
H -0.325 0.216 -0.205
H -0.063 -0.202 0.217
P 2.588 -0.870 0.416
H 0.020 -0.098 -0.173
C 0.670 0.061 0.151
H 0.022 -0.316 -0.496
C -0.033 -0.211 2.566
Pb -0.119 0.085 0.586
O -0.195 2.110 1.542
I 0.002 -1.087 -1.534
O 0.365 -1.161 -2.571
I -0.004 1.535 0.941
C -0.233 2.191 -2.541
H -0.134 0.034 0.365
H 0.523 -0.745 0.105
O -0.039 2.833 1.843
O 0.316 -2.160 0.295
C 0.708 0.222 -0.828
C 1.067 0.801 0.629
O -0.116 2.736 -2.394
H -0.584 -0.092 -0.204
C -1.087 0.828 0.612
C 0.134 -2.070 3.426
H 0.036 0.240 -0.051
H 0.537 0.159 -0.418
H 0.156 0.171 -0.461
C -0.264 -0.224 -1.979
C -0.753 0.219 -0.868
H 0.152 0.054 0.340
C 0.024 0.125 -1.145
N -0.402 -1.099 5.400
H -0.017 0.293 0.179
H 0.082 -0.214 0.197
H -0.354 0.104 0.316
C 0.049 -3.999 -1.748
P -2.396 -0.793 0.343

Results
LUMO level (alpha / beta) = -13.681 / -13.094 eV
Multiplicity = 1
Kohn-Sham gap (alpha / beta) = 3.74 / 4.28 eV
Total charge = +3
HOMO level (alpha / beta) = -17.420 / -17.374 eV

no.,total energy (Eh)
1,-647.41115
2,-2849.60741
3,-2447.34259